Molecular formula: C15H23ClOW
Method: DFT, ωB97M-V with the def2-TZVPD basis set

**LUMO (spin up / spin down)**: -8.12 / -8.11 eV
**<S²>**: 2.045
**Multiplicity**: 3
**Total charge**: +2

XYZ file:
```
41
Properties=species:S:1:pos:R:3:forces:R:3
C 0.229123 0.848828 -4.759136 0.109 0.399 -2.668
C 1.603789 1.361911 -4.766629 0.717 0.066 1.477
C -0.012947 -0.555076 -5.111199 -0.194 -1.006 1.279
C -0.888439 1.798609 -4.800753 -0.688 0.324 1.454
Cl 0.090890 0.335131 -1.255285 0.011 0.176 0.379
H -0.025513 -0.707299 -6.207887 0.083 0.486 0.172
H -0.986023 -0.923950 -4.744124 0.264 0.310 -0.252
H 0.766067 -1.232272 -4.721318 -0.133 0.379 -0.256
H 1.939418 1.622666 -5.789011 -0.483 -0.187 0.046
H 2.334761 0.627287 -4.386761 -0.356 0.132 -0.309
H 1.717909 2.281859 -4.168210 -0.209 -0.245 -0.346
H -1.088658 2.151782 -5.830939 0.390 -0.338 0.062
H -0.698910 2.705912 -4.201906 0.124 -0.307 -0.346
H -1.835060 1.358178 -4.443506 0.380 -0.002 -0.295
C 1.698955 -0.909501 2.943639 0.635 -0.962 -1.572
C 1.003640 -1.996956 2.295047 0.962 1.416 -0.538
C 1.443189 -1.999482 0.939850 -0.125 0.795 -0.445
H 0.376325 -2.718488 2.779154 -0.126 -0.189 0.052
C 2.320018 -0.877989 0.752066 -1.236 0.022 -0.178
C 2.432626 -0.173659 1.984416 -0.920 -0.850 -0.257
H 3.033799 0.684558 2.193857 0.233 0.297 -0.037
H 1.626418 -0.662570 3.962028 1.394 -0.658 0.514
H 1.188684 -2.736232 0.193383 0.058 0.020 -0.020
H 2.801535 -0.607650 -0.170539 0.026 -0.022 -0.088
C -1.973313 0.941046 2.460759 0.032 -1.268 -0.390
C -1.896615 -0.443145 2.914232 -0.411 1.206 -0.554
C -2.094232 -1.295301 1.840954 -0.174 0.711 -1.132
H -1.638296 -0.752339 3.891951 -0.802 -0.371 0.468
C -2.402224 -0.478887 0.706283 0.883 0.168 -0.378
C -2.315095 0.894754 1.092988 0.574 -0.475 -0.236
H -2.489229 1.745180 0.465517 -0.104 0.159 -0.227
H -1.836720 1.822867 3.075023 -0.325 -0.015 -0.083
H -2.086864 -2.364602 1.878517 -0.054 -0.306 -0.067
H -2.668027 -0.844294 -0.271624 -0.024 0.042 -0.035
W -0.028362 -0.086172 1.089135 -0.479 -3.177 1.163
C 0.117215 0.129968 5.074413 -3.562 -0.944 -0.371
O 0.054939 0.117963 3.655473 0.017 4.129 0.311
H 0.786336 -0.512066 5.516189 3.524 -0.560 0.315
H -0.663789 -0.795692 5.409822 0.084 3.522 -0.236
H 0.208742 1.199277 5.302895 -0.807 -0.838 1.441
H -0.146053 1.045852 3.211248 0.712 -2.037 2.183
```
Forces are in eV/Å.

Results of the Mulliken charge analysis, in e, for atoms 1 through 2: 1.1917, -1.1810

Molecular formula: C18H27F9O7PS
Method: DFT, ωB97M-V with the def2-TZVPD basis set

**LUMO**: -3.30 eV
**Total charge**: +1

XYZ file:
```
63
Properties=species:S:1:pos:R:3:forces:R:3
C -3.839089 -1.526732 -5.553253 -0.418 0.047 0.542
C -3.411376 -0.425776 -5.364403 0.120 0.090 0.105
C -2.870597 0.874801 -4.983042 -0.186 -0.543 -0.200
S -3.715238 1.360905 -3.428270 0.533 -0.592 -0.452
C -2.864952 2.870700 -2.874048 -0.530 0.425 0.595
C -3.433010 3.240857 -1.490557 -0.236 -0.580 -0.642
P -5.768974 1.893881 -3.831911 -1.170 0.983 0.539
C -6.626899 0.275371 -3.962400 1.116 -0.614 0.001
O -5.723950 2.478142 -5.364128 0.303 -0.486 0.228
H -4.343823 -2.465198 -5.501233 0.222 -0.110 -0.452
H -3.035425 1.610261 -5.767806 0.111 0.223 0.163
H -1.818197 0.754032 -4.724512 0.047 0.305 -0.027
H -1.814236 2.600546 -2.777309 0.003 -0.115 -0.269
H -3.012870 3.681628 -3.583821 0.129 -0.122 -0.187
H -2.863159 4.069165 -1.081500 -0.048 0.017 0.086
H -3.382815 2.368975 -0.839850 0.198 0.170 0.201
H -4.487388 3.491191 -1.599914 0.061 0.307 0.154
H -7.385780 0.176159 -3.190513 -0.099 0.309 -0.036
H -7.031432 0.099274 -4.958054 -0.049 0.204 -0.015
H -5.892330 -0.515813 -3.786110 -0.184 -0.091 -0.034
H -6.621434 2.749608 -5.605961 0.117 0.192 -0.217
C 3.411006 1.833853 0.139930 -0.315 -0.133 0.181
C 2.847382 1.725608 -1.258347 0.682 0.340 0.089
O 1.712464 0.823921 -1.290627 -0.245 -0.149 -0.128
C 0.553587 1.326639 -0.929587 0.626 0.202 -0.049
O 0.322159 2.450144 -0.588857 -0.394 0.048 -0.047
C -0.535216 0.251523 -1.050597 -0.297 -0.546 0.217
F -0.144359 -0.927387 -0.568542 0.214 0.294 -0.285
F -0.881014 0.072234 -2.344615 0.085 0.106 -0.169
F -1.648737 0.609844 -0.405643 0.073 0.172 0.007
H 3.661589 0.848178 0.531381 0.123 0.022 -0.052
H 4.309359 2.447137 0.139980 0.014 -0.015 -0.037
H 2.688638 2.281272 0.822905 0.018 0.087 -0.045
H 3.583378 1.294840 -1.933103 -0.167 -0.205 -0.035
H 2.564424 2.698599 -1.657779 -0.237 -0.050 0.052
C -1.925456 -2.172384 1.621894 -0.185 -0.352 0.179
C -1.553006 -1.375458 2.853627 0.058 0.277 -0.488
O -2.025252 -2.016188 4.049594 -0.041 -0.003 0.213
C -1.258134 -2.991693 4.523697 0.014 0.328 -0.322
O -0.231061 -3.372510 4.050038 0.102 -0.183 0.104
C -1.865708 -3.547041 5.821173 -0.210 -0.275 0.367
F -3.185798 -3.728082 5.702631 0.038 0.038 -0.071
F -1.655279 -2.692752 6.830577 0.045 0.080 -0.082
F -1.315660 -4.712164 6.141850 0.074 0.044 -0.098
H -3.001850 -2.350227 1.592604 -0.007 0.092 0.020
H -1.632989 -1.640151 0.724441 -0.102 -0.061 0.127
H -1.435997 -3.146418 1.620659 0.085 0.052 -0.002
H -2.033280 -0.398559 2.832216 -0.106 -0.058 0.186
H -0.477264 -1.211630 2.914767 0.016 -0.158 0.109
C 5.506159 -2.495207 3.641555 -0.047 0.075 -0.295
C 6.565715 -1.505202 4.073389 -0.212 -0.364 0.443
O 7.212556 -0.907018 2.930994 0.155 0.149 -0.115
C 6.583411 0.109391 2.369007 -0.026 -0.311 0.445
O 5.536925 0.577656 2.709752 -0.101 0.182 -0.201
C 7.420535 0.657620 1.203151 0.325 0.138 -0.444
F 7.906801 -0.323837 0.437281 -0.110 -0.041 0.060
F 8.456214 1.370408 1.657640 -0.082 -0.017 0.144
F 6.682845 1.455061 0.427289 -0.080 -0.020 0.064
H 5.933190 -3.245100 2.975070 0.047 -0.045 0.091
H 5.081896 -2.997351 4.509878 0.028 0.011 0.023
H 4.699705 -1.997964 3.102548 -0.026 0.039 0.089
H 7.354332 -2.010976 4.625673 0.145 0.066 -0.165
H 6.154761 -0.730607 4.719099 -0.017 0.125 -0.163
```
Forces are in eV/Å.

Results of the Mulliken charge analysis, in e, for atoms 1 through 2: 0.0031, -0.6017

Molecular formula: C13H25N3O2S
Method: DFT, ωB97M-V with the def2-TZVPD basis set

**LUMO**: 0.57 eV
**Energy relative to the best compared isomer or geometry (same formula, charge and spin)**: 248.3 kJ/mol
**Total charge**: 0

XYZ file:
```
44
Properties=species:S:1:pos:R:3:forces:R:3
C -5.346788 -1.587432 -0.788455 -0.107 -0.079 -0.102
C -4.405991 -1.483978 0.129709 0.119 0.138 0.183
C -4.351578 -0.379875 1.145420 -0.292 -0.146 0.104
N -3.205816 0.478613 0.922419 0.512 0.073 -0.182
C -3.303180 1.645982 0.268961 0.037 -0.052 0.406
S -4.716836 2.376819 -0.160899 -0.570 0.316 -0.332
N -2.142405 2.350260 0.060574 0.678 -0.051 -0.224
N -0.881802 1.796150 0.236461 -0.518 0.379 0.502
C -0.273858 1.017762 -0.703358 0.136 -0.007 0.214
O -0.790144 0.775185 -1.770130 -0.030 -0.076 -0.285
C 1.114811 0.541047 -0.298310 -0.090 -0.154 -0.456
C 2.153011 1.427153 -1.016177 0.013 0.216 0.243
C 3.350238 1.800775 -0.142106 -0.022 -0.326 -0.220
C 4.213286 0.611916 0.274012 0.066 0.349 0.083
C 5.448961 1.064211 1.043397 -0.150 -0.192 -0.082
H 5.162417 1.607245 1.941496 0.022 0.072 0.110
H 6.050907 0.207990 1.338071 0.121 -0.019 0.074
H 6.062546 1.719815 0.429674 0.093 0.081 -0.029
H 4.524605 0.063444 -0.617794 -0.064 -0.102 -0.030
H 3.632925 -0.066216 0.902338 -0.046 -0.122 -0.035
H 3.972182 2.503120 -0.701936 0.031 0.079 0.052
H 2.998564 2.320260 0.753103 0.002 0.091 0.038
H 1.668593 2.351990 -1.339657 0.034 -0.023 -0.091
H 2.498517 0.915947 -1.915664 -0.032 0.009 -0.091
H 1.230968 0.649587 0.784223 0.009 0.009 0.060
C 1.235722 -0.937596 -0.678676 -0.343 0.092 0.487
H 2.268448 -1.270669 -0.589018 0.074 -0.009 -0.034
H 0.924643 -1.045629 -1.721183 0.073 -0.015 -0.039
C 0.345890 -1.820661 0.204780 0.619 -0.392 -0.205
C 0.433457 -3.283987 -0.224670 -0.118 0.328 0.280
H 1.451942 -3.647197 -0.122615 0.134 -0.084 -0.033
H 0.126505 -3.388862 -1.263835 -0.011 -0.021 -0.130
H -0.220334 -3.893430 0.394490 -0.035 -0.075 0.033
H 0.656918 -1.727012 1.252538 0.033 0.000 -0.115
O -0.996102 -1.370453 0.197420 -0.393 -0.089 -0.022
H -1.319599 -1.404546 -0.713983 -0.038 0.106 0.011
H -0.439085 1.981240 1.127142 -0.076 -0.050 -0.231
H -2.222730 3.096750 -0.620547 0.043 -0.199 0.172
H -2.306050 0.008817 0.933569 0.051 0.162 0.030
H -5.246154 0.242676 1.082857 0.116 -0.131 0.111
H -4.265318 -0.799230 2.153690 -0.058 0.072 -0.069
H -3.587929 -2.191035 0.178275 0.063 -0.179 -0.076
H -5.350649 -2.380497 -1.517276 0.057 -0.176 -0.110
H -6.153716 -0.876467 -0.848338 -0.142 0.198 0.029
```
Forces are in eV/Å.

Results of the Mulliken charge analysis, in e, for atoms 1 through 2: -0.8336, 0.1765

Molecular formula: C5H9O4Rb
Method: DFT, ωB97M-V with the def2-TZVPD basis set

**LUMO**: -0.38 eV
**Energy relative to the best compared isomer or geometry (same formula, charge and spin)**: 0.0 kJ/mol
**Total charge**: 0

XYZ file:
```
19
Properties=species:S:1:pos:R:3:forces:R:3
Rb -3.437163 -0.544265 -1.632134 -0.237 1.266 0.025
C -4.116438 3.509547 -1.204885 0.013 0.255 -0.092
O -4.098671 2.181276 -1.485563 0.238 -1.397 -0.105
H -5.119379 3.879461 -0.887714 0.114 0.035 0.043
H -3.408651 3.807875 -0.395405 -0.109 0.023 -0.007
H -3.836091 4.156536 -2.073311 -0.047 -0.079 0.108
C 3.000778 -2.534995 0.678077 -0.432 -0.172 0.082
C 1.770815 -1.703480 0.949554 -0.261 0.118 -0.576
C 1.964433 -0.182729 1.037087 0.736 -0.409 0.580
O 0.894865 0.367366 0.287340 -0.226 -0.156 0.160
C 0.260986 -0.614156 -0.381583 0.670 0.091 0.202
O -0.684379 -0.424689 -1.076180 -0.404 -0.193 -0.319
O 0.852798 -1.807035 -0.185416 0.015 0.163 0.364
H 3.640932 -2.564156 1.558667 0.117 0.172 -0.041
H 3.534004 -2.156499 -0.189745 0.143 0.014 0.009
H 2.683548 -3.562232 0.488197 0.090 0.048 -0.080
H 1.225054 -2.095398 1.808869 0.018 0.087 0.068
H 2.923738 0.139380 0.627227 -0.104 -0.040 -0.275
H 1.948830 0.148199 2.076924 -0.333 0.174 -0.145
```
Forces are in eV/Å.

Results of the Mulliken charge analysis, in e, for atoms 1 through 2: 0.9634, -0.6242